C29H66FInO8P as an isolated structure at a distorted geometry, computed with ωB97M-V with the def2-TZVPD basis set.

Element x y z (Å)
C (10.54156, -0.67649, 1.90982)
C (9.53037, -0.74724, 1.27014)
C (8.16637, -0.82510, 0.68712)
C (7.48823, 0.56226, 0.84062)
C (6.33081, 0.76429, -0.16638)
In (4.39249, -0.19062, 0.39966)
C (3.27849, 0.85352, 2.03381)
C (2.29411, 1.89959, 1.43142)
C (4.57012, -2.39426, 0.92440)
C (5.20508, -2.66936, 2.22894)
O (6.09026, -3.45129, 2.37809)
F (4.77936, -2.01250, 3.34260)
P (2.85859, -0.00100, -1.67557)
O (3.77502, -0.56533, -2.98866)
O (1.53994, -1.05410, -1.35654)
H (11.27045, -0.76843, 2.67624)
H (8.23628, -1.09958, -0.36711)
H (7.59819, -1.56197, 1.26083)
H (8.25874, 1.31145, 0.59474)
H (7.21718, 0.75077, 1.88467)
H (6.65781, 0.40830, -1.15612)
H (6.18724, 1.84753, -0.27882)
H (3.91498, 1.34528, 2.77592)
H (2.63496, 0.10377, 2.51814)
H (1.44225, 1.43264, 0.92546)
H (1.87262, 2.55336, 2.21411)
H (2.81355, 2.57941, 0.74383)
H (3.53252, -2.75957, 0.98617)
H (5.02794, -2.97530, 0.12485)
H (4.60728, -0.95520, -2.70302)
H (1.48584, -1.19113, -0.40267)
C (-2.58714, 0.66767, 0.50435)
C (-1.73210, -0.57486, 0.33590)
O (-0.69124, -0.68882, 1.28839)
C (-1.07676, -0.76970, 2.64546)
C (-1.95229, -1.97139, 2.95846)
H (-1.96543, 1.56507, 0.50741)
H (-3.30859, 0.74016, -0.31133)
H (-3.14574, 0.65180, 1.44317)
H (-1.24033, -0.53709, -0.63762)
H (-2.35187, -1.47955, 0.33601)
H (-1.56304, 0.16065, 2.96131)
H (-0.15145, -0.84409, 3.21813)
H (-2.91697, -1.91161, 2.45029)
H (-2.14313, -2.03517, 4.03057)
H (-1.46625, -2.89215, 2.63197)
C (-1.83372, 2.67831, -5.16678)
C (-0.32354, 2.50176, -5.11958)
O (0.16335, 2.09072, -3.86274)
C (-0.31455, 0.84202, -3.38654)
C (0.03235, -0.32832, -4.28718)
H (-2.16409, 3.36050, -4.38119)
H (-2.13893, 3.08142, -6.13479)
H (-2.35580, 1.73074, -5.02109)
H (0.15184, 3.46292, -5.32550)
H (0.01378, 1.81408, -5.90444)
H (-1.39787, 0.89580, -3.20708)
H (0.15324, 0.68274, -2.41675)
H (-0.46051, -0.25230, -5.26116)
H (-0.28092, -1.26497, -3.82500)
H (1.10861, -0.36528, -4.46385)
C (2.54949, 7.34519, -0.60385)
C (2.04569, 6.10495, 0.11557)
O (2.78577, 5.77867, 1.27610)
C (2.80408, 6.74520, 2.30470)
C (1.42862, 7.07259, 2.86300)
H (3.61140, 7.24824, -0.83534)
H (1.99850, 7.49239, -1.53388)
H (2.42533, 8.24506, 0.00272)
H (2.13991, 5.24612, -0.54954)
H (0.97993, 6.19610, 0.35496)
H (3.31418, 7.65535, 1.96589)
H (3.41852, 6.32424, 3.10150)
H (0.79211, 7.55165, 2.11670)
H (1.51639, 7.75189, 3.71267)
H (0.92355, 6.16236, 3.19002)
C (-4.72004, -7.78586, 3.73112)
C (-4.95072, -6.28460, 3.68616)
O (-3.76895, -5.53065, 3.50449)
C (-3.05080, -5.77396, 2.30719)
C (-3.84526, -5.47457, 1.04722)
H (-3.97959, -8.03679, 4.49223)
H (-5.65162, -8.30532, 3.96143)
H (-4.35348, -8.16776, 2.77685)
H (-5.36792, -5.96107, 4.64107)
H (-5.69101, -6.02525, 2.92044)
H (-2.66781, -6.80059, 2.29407)
H (-2.18024, -5.11947, 2.33635)
H (-4.70000, -6.14534, 0.93779)
H (-3.21428, -5.59137, 0.16557)
H (-4.23023, -4.45352, 1.07206)
C (-5.92295, 0.75025, -3.67192)
C (-5.25105, -0.48471, -3.09655)
O (-5.40247, -0.61680, -1.69478)
C (-6.72625, -0.73367, -1.21247)
C (-7.46878, -1.94710, -1.74720)
H (-5.57702, 1.64862, -3.15819)
H (-5.69591, 0.84347, -4.73478)
H (-7.00885, 0.70757, -3.56601)
H (-4.17693, -0.41945, -3.27603)
H (-5.59596, -1.39218, -3.60506)
H (-7.28795, 0.18639, -1.41154)
H (-6.64449, -0.81792, -0.12803)
H (-7.62802, -1.88201, -2.82499)
H (-8.44607, -2.03345, -1.27003)
H (-6.90043, -2.85841, -1.55364)

HOMO, eV: -3.6
Maximum force, eV/Å: 1.592
Molecular weight, Da: 707.63
Total charge: -1
2S+1: 1

An isolated ion of composition C8H13N2 and charge +1 at a distorted geometry, computed with ωB97M-V with the def2-TZVPD basis set.

Element x y z (Å)
C (-2.58342, 1.43480, 0.44748)
C (-1.23597, 1.12859, 1.00127)
N (-0.66148, 1.48537, 2.05874)
N (0.64169, 1.15942, 2.12351)
C (0.98258, 0.28204, 1.25035)
C (2.21602, -0.44480, 1.34669)
C (-0.07395, 0.20367, 0.23951)
C (-0.26826, -0.35062, -1.00782)
C (0.88091, 0.22515, -1.91357)
C (-0.30573, -1.88107, -0.76797)
H (-3.07950, 2.11456, 1.24380)
H (-3.04753, 0.42224, 0.57146)
H (-2.67919, 1.95746, -0.60037)
H (2.34689, -1.11426, 0.45728)
H (2.36081, -0.86641, 2.36714)
H (3.13167, 0.17355, 1.22663)
H (-1.13454, -0.04725, -1.55137)
H (1.79542, -0.32065, -1.68602)
H (1.02165, 1.25496, -1.72769)
H (0.69099, 0.06840, -2.94037)
H (0.57195, -2.35807, -0.32567)
H (-0.48099, -2.34575, -1.79268)
H (-1.09006, -2.18133, -0.02035)

HOMO (spin up / spin down), eV: -14.5 / -14.4
Maximum force, eV/Å: 4.532
Molecular weight, Da: 137.21
Total charge: +1
Energy above the lowest of the compared OMol25 structures with the same formula, charge and spin, kJ/mol: 631.9
2S+1: 1

One molecule with the formula C6H12O, computed with ωB97M-V with the def2-TZVPD basis set.

Element x y z (Å)
C (-2.45170, -0.75049, 0.33378)
C (-1.09873, -0.91096, -0.35707)
C (-0.03785, 0.05725, 0.18170)
C (-0.30475, 1.45481, -0.33228)
O (-0.28429, 2.46004, 0.33734)
C (1.38647, -0.36535, -0.22438)
C (2.47365, 0.58793, 0.26963)
H (-3.20739, -1.40716, -0.10912)
H (-2.37341, -0.99892, 1.39830)
H (-2.81951, 0.28021, 0.26385)
H (-0.74030, -1.94115, -0.23818)
H (-1.20951, -0.75283, -1.44029)
H (-0.08995, 0.10787, 1.27728)
H (-0.50635, 1.51057, -1.42886)
H (1.44134, -0.46676, -1.31776)
H (1.55910, -1.36905, 0.18447)
H (3.47003, 0.17621, 0.07978)
H (2.37929, 0.76461, 1.34689)
H (2.41387, 1.56316, -0.22506)

HOMO, eV: -9.7
Maximum force, eV/Å: 0.542
Molecular weight, Da: 100.16
Total charge: 0
Energy above the lowest of the compared OMol25 structures with the same formula, charge and spin, kJ/mol: 38.1
2S+1: 1

What is the 2S+1 in the third record?
1

What is the molecular weight in the third record?
100.16 Da

Look up the molecular weight of the third one.
100.16 Da